1.
{
  "formula": "C27H52BBrIN4O15PS4",
  "method": "ωB97M-V with the def2-TZVPD basis set",
  "elements": ["C", "C", "O", "B", "O", "C", "P", "O", "Br", "C", "C", "I", "N", "C", "C", "C", "O", "C", "C", "C", "C", "C", "N", "C", "C", "O", "C", "C", "C", "C", "S", "C", "N", "N", "C", "O", "S", "O", "O", "O", "H", "H", "H", "H", "H", "H", "H", "H", "H", "H", "H", "H", "H", "H", "H", "H", "H", "H", "H", "H", "H", "H", "H", "H", "H", "H", "H", "H", "H", "H", "H", "H", "H", "H", "H", "H", "C", "C", "O", "S", "C", "O", "O", "H", "H", "H", "H", "H", "H", "H", "H", "C", "C", "O", "S", "C", "O", "O", "H", "H", "H", "H", "H", "H", "H", "H"],
  "positions_angstrom": [[3.747, -1.707, 4.394], [3.819, -0.307, 3.796], [2.522, 0.250, 3.545], [1.724, -0.278, 2.597], [2.186, -1.217, 1.714], [0.238, 0.349, 2.439], [-0.880, -0.449, 3.730], [-0.138, -1.924, 3.627], [0.019, 0.345, 5.623], [0.403, 1.887, 2.473], [-0.691, 2.810, 1.864], [0.536, 4.520, 1.011], [-1.605, 3.322, 2.843], [-2.573, 4.344, 2.427], [-1.133, 3.629, 4.168], [-2.174, 3.420, 5.247], [-0.024, 4.038, 4.396], [-1.531, 2.081, 0.704], [-2.693, 1.320, 1.404], [-3.315, 0.075, 0.780], [-4.343, -0.553, 1.732], [-4.336, -2.072, 1.611], [-3.069, -2.631, 2.105], [-2.352, -3.608, 1.428], [-2.250, -3.483, -0.078], [-1.776, -4.494, 2.042], [-1.985, 3.014, -0.458], [-3.394, 2.810, -1.033], [-3.436, 1.958, -2.298], [-4.842, 1.594, -2.781], [-6.151, 2.848, -2.554], [-6.906, 2.203, -1.123], [-6.409, 1.975, 0.037], [-7.433, 1.420, 0.800], [-8.455, 1.385, 0.041], [-8.215, 1.853, -1.195], [-0.424, 0.859, -0.029], [-1.092, 0.127, -1.060], [0.849, 1.444, -0.317], [-0.281, -0.165, 1.172], [2.792, -1.851, 4.899], [4.528, -1.824, 5.147], [3.890, -2.482, 3.644], [4.399, -0.297, 2.872], [4.298, 0.381, 4.491], [1.534, -1.890, 1.495], [-0.050, -2.355, 4.485], [0.636, 2.169, 3.493], [1.316, 2.090, 1.923], [-3.519, 3.918, 2.089], [-2.157, 4.976, 1.643], [-2.801, 4.997, 3.269], [-2.531, 4.389, 5.599], [-1.707, 2.885, 6.071], [-3.025, 2.848, 4.880], [-2.387, 1.053, 2.410], [-3.496, 2.047, 1.529], [-2.554, -0.673, 0.579], [-3.816, 0.295, -0.163], [-4.112, -0.285, 2.768], [-5.342, -0.168, 1.516], [-4.490, -2.362, 0.571], [-5.158, -2.499, 2.190], [-3.130, -2.926, 3.072], [-3.153, -3.870, -0.556], [-1.418, -4.105, -0.396], [-2.097, -2.456, -0.409], [-1.886, 4.044, -0.135], [-1.268, 2.927, -1.280], [-4.093, 2.425, -0.294], [-3.792, 3.793, -1.298], [-2.904, 2.488, -3.093], [-2.909, 1.013, -2.160], [-4.832, 1.368, -3.847], [-5.195, 0.696, -2.275], [-9.435, 1.035, 0.313], [3.209, 0.028, -2.341], [3.907, -0.022, -1.000], [5.318, -0.384, -1.105], [6.328, 0.706, -1.635], [7.811, -0.135, -1.200], [6.198, 1.903, -0.863], [6.240, 0.787, -3.065], [3.587, 0.841, -2.961], [2.146, 0.190, -2.174], [3.344, -0.908, -2.886], [3.825, 0.923, -0.463], [3.480, -0.800, -0.373], [7.866, -0.210, -0.118], [8.632, 0.465, -1.586], [7.807, -1.117, -1.664], [2.988, -5.063, -6.920], [4.497, -4.953, -6.888], [4.962, -3.652, -6.456], [4.859, -3.317, -4.906], [5.866, -1.883, -4.904], [5.489, -4.372, -4.170], [3.511, -2.956, -4.582], [2.561, -5.004, -5.921], [2.708, -6.020, -7.361], [2.558, -4.259, -7.518], [4.946, -5.715, -6.249], [4.917, -5.062, -7.886], [6.882, -2.165, -5.164], [5.825, -1.471, -3.898], [5.460, -1.163, -5.609]],
  "forces_ev_per_a": [[0.2106, 0.0556, 0.0986], [0.1486, 0.0871, 0.0393], [-0.0381, 0.0134, -0.1231], [-0.0924, 0.0047, -0.2344], [0.1235, -0.2756, 0.5070], [0.6447, 0.1206, 0.4933], [-0.1658, -0.2463, -0.3084], [0.1101, 0.3397, 0.0918], [0.0888, 0.0788, 0.0244], [-0.0759, -0.1712, -0.2319], [-0.0614, 0.1033, -0.0979], [-0.0437, -0.0490, 0.0589], [0.5464, 0.1273, 0.2411], [-0.4955, -0.1648, 0.0816], [0.1326, 0.2278, -0.1576], [-0.1284, 0.1320, -0.2313], [-0.2588, -0.3692, 0.0623], [0.0816, 0.0216, 0.2220], [-0.2274, 0.1661, -0.2177], [-0.1424, -0.2316, 0.0909], [-0.0171, 0.1121, -0.1022], [0.1343, 0.2536, 0.0407], [-0.2086, -0.7835, -0.0598], [0.2047, -0.0398, 0.1432], [-0.0132, -0.1866, 0.0969], [-0.2125, 0.4999, -0.2618], [-0.1051, -0.2099, -0.2557], [-0.0371, 0.0887, -0.0592], [-0.0536, 0.0655, -0.1535], [0.1602, -0.2217, 0.0968], [-0.0793, 0.0167, -0.1198], [0.0720, 0.1914, -0.3399], [0.1847, -0.1253, 0.2951], [0.4275, -0.0157, 0.3840], [-0.3512, -0.1067, 0.1361], [-0.3203, 0.0279, -0.2080], [0.0492, -0.0091, -0.1520], [0.0849, 0.0395, 0.0319], [-0.0169, -0.0315, -0.0163], [-0.2776, -0.0759, 0.0589], [-0.0092, -0.0036, -0.0344], [0.0131, -0.0361, -0.0351], [-0.1850, -0.0081, -0.0238], [-0.0183, -0.0401, -0.0090], [-0.0786, 0.0296, 0.0090], [-0.1479, 0.1777, -0.3254], [-0.1376, -0.1916, -0.0560], [-0.0576, 0.0016, 0.0182], [-0.0247, 0.0469, -0.0020], [0.0611, -0.0090, -0.0953], [0.0874, 0.0110, 0.0477], [0.0184, -0.0408, 0.0054], [0.0772, -0.0213, 0.1302], [0.0388, 0.0961, 0.0373], [0.0237, -0.0004, -0.0133], [0.0666, 0.0179, 0.0210], [0.0097, -0.0150, 0.1392], [0.0036, 0.0799, 0.0131], [0.1460, 0.0187, -0.0639], [-0.0123, -0.0360, 0.0088], [-0.0018, 0.0022, 0.0896], [0.0655, -0.0199, -0.0042], [-0.0165, -0.0351, -0.0499], [0.0771, 0.2051, 0.0726], [-0.0188, 0.0347, 0.0303], [0.0090, 0.0350, -0.0252], [-0.0103, 0.0067, 0.0326], [-0.0300, -0.0466, 0.1180], [0.0759, 0.0648, 0.0701], [0.0408, -0.0013, -0.0007], [0.0594, 0.0084, 0.0551], [-0.0034, 0.0131, 0.0149], [0.0840, 0.0553, 0.0548], [-0.0353, 0.0434, 0.0014], [-0.0505, 0.0340, 0.0169], [-0.0829, 0.0381, -0.2026], [0.2097, -0.0139, -0.1186], [-0.4095, 0.1014, 0.0037], [0.0507, -0.0564, -0.0531], [-0.0812, -0.0956, 0.1043], [0.0419, 0.0150, 0.0014], [-0.0088, 0.0424, -0.0245], [0.0806, 0.0300, -0.0475], [-0.0113, 0.0221, 0.0261], [-0.0213, -0.0079, 0.0323], [-0.0556, -0.0191, 0.0316], [0.0961, 0.0215, -0.0225], [0.1244, -0.0388, 0.0450], [-0.0066, -0.0074, 0.0036], [-0.0063, 0.0118, 0.0012], [-0.0050, -0.0030, -0.0019], [-0.0191, 0.0996, 0.0716], [0.0119, -0.2409, -0.0781], [-0.0745, 0.0928, -0.0117], [0.0563, -0.0277, -0.0661], [0.0325, 0.0178, 0.0225], [-0.0176, -0.0158, 0.0481], [-0.0117, 0.0127, 0.0365], [0.0147, -0.0146, 0.0067], [0.0147, -0.0007, -0.0246], [0.0013, -0.0216, -0.0311], [-0.0031, 0.0469, 0.0528], [0.0212, 0.0600, 0.0012], [-0.0058, -0.0130, -0.0142], [-0.0179, 0.0233, -0.0123], [-0.0195, 0.0039, 0.0082]],
  "lumo_energy_ev": 0.348,
  "spin_multiplicity": 1,
  "e_above_lowest_kcal_mol": 0.0,
  "smiles": "CCOB(O)[C@@]1(P(O)Br)C[C@](I)(N(C)C(C)=O)[C@@](CCCCNC(C)=O)(CCCCSc2nnco2)S(=O)(=O)O1.CCOS(C)(=O)=O.CCOS(C)(=O)=O",
  "orbital_gap_ev": 9.31,
  "max_force_ev_per_a": 0.82
}

2.
{
  "formula": "H6O3",
  "method": "ωB97M-V with the def2-TZVPD basis set",
  "elements": ["O", "H", "H", "O", "H", "H", "O", "H", "H"],
  "positions_angstrom": [[-3.372, 0.627, -2.984], [-2.535, 0.587, -2.522], [-3.638, -0.288, -3.078], [0.728, 0.377, -1.533], [1.548, 0.191, -1.990], [0.967, 0.393, -0.607], [2.412, -0.468, 4.066], [1.596, -0.749, 3.653], [2.294, -0.670, 4.994]],
  "forces_ev_per_a": [[-0.1632, 0.1709, -0.0705], [0.3062, 0.0402, 0.1209], [-0.0907, -0.2088, -0.0448], [-0.2666, 0.0074, -0.0830], [0.1863, -0.0383, -0.1699], [0.0350, 0.0325, 0.2487], [0.1745, 0.0953, -0.1305], [-0.1972, -0.0668, -0.1219], [0.0156, -0.0324, 0.2510]],
  "lumo_energy_ev": 0.519,
  "spin_multiplicity": 1,
  "e_above_lowest_kcal_mol": 13.8,
  "smiles": "O.O.O",
  "orbital_gap_ev": 11.88,
  "max_force_ev_per_a": 0.33
}